12
Properties=species:S:1:pos:R:3 method="wB97M-V/def2-TZVPD" gap_ev=9.48 smiles="C1CP=NO1.S" total_energy_ev=-25829.8930 total_charge=0 de_lowest_kcal_mol=50.6
C -0.758 -0.520 0.408
C -0.852 0.992 0.233
P -0.769 1.080 -1.687
N -0.396 -0.422 -1.856
O -0.223 -1.151 -0.683
H -0.149 -0.822 1.349
H -1.766 -0.929 0.551
H -1.723 1.416 0.741
H -0.045 1.493 0.678
S 2.769 0.043 0.158
H 2.470 -1.297 0.097
H 1.442 0.117 0.011